This record from the OMol25 dataset describes a 3-piece molecular cluster, C12H30IN2O4 overall in a non-equilibrium geometry. The level of theory is ωB97M-V/def2-TZVPD.

```
49
C12H30IN2O4 | the OMol25 dataset | ωB97M-V/def2-TZVPD
I 2.41243 0.61915 -2.44912
C -3.84845 2.75558 -2.77317
O -2.92254 1.88042 -2.17888
C -3.52868 1.01110 -1.21266
C -2.76400 -0.29597 -0.98315
N -1.27935 -0.05452 -0.95306
C -0.49730 -1.26515 -0.68954
C -0.89197 -2.33292 -1.65618
O -1.06632 -1.86054 -2.98548
C -1.25891 -2.93719 -3.93909
H -3.31886 3.52050 -3.34110
H -4.30356 3.32361 -1.96181
H -4.56743 2.15682 -3.33233
H -4.53648 0.69682 -1.48409
H -3.76149 1.49143 -0.26229
H -3.08169 -0.91102 -1.82511
H -3.24035 -0.66681 -0.07559
H -1.13237 0.59051 -0.18989
H -0.67707 -1.53539 0.35101
H 0.57128 -1.09346 -0.81893
H -1.86825 -2.69930 -1.33876
H -0.17102 -3.14563 -1.74462
H -1.86393 -2.64089 -4.79597
H -1.79143 -3.78007 -3.49853
H -0.33517 -3.32137 -4.37176
C 6.05897 -0.83192 3.18735
O 4.71720 -0.53880 2.92112
C 4.42764 -0.47181 1.46980
C 2.89553 -0.65458 1.13085
N 2.13107 0.51693 1.47179
C 1.08851 0.37450 2.45904
C -0.03109 1.49862 2.62477
O -0.73932 1.52999 1.47712
C -1.84672 2.45394 1.60025
H 6.26819 -1.90038 3.13513
H 6.22737 -0.39904 4.17343
H 6.61405 -0.16185 2.53086
H 4.93801 -1.25581 0.91037
H 4.72733 0.40449 0.89502
H 2.56276 -1.57897 1.60294
H 2.54035 -0.85289 0.11960
H 1.83759 0.92937 0.59780
H 1.57218 0.13485 3.40599
H 0.48804 -0.43756 2.04905
H 0.38547 2.45737 2.93362
H -0.71409 1.22648 3.42947
H -2.83947 2.06723 1.83044
H -1.94252 2.55147 0.51886
H -1.64408 3.43246 2.03562
```

For the HOMO energy, the calculation gives -3.37 eV. The energy above the lowest of the compared OMol25 structures with the same formula, charge and spin comes out at 66.9 kcal/mol. Its net charge is -1. The calculation puts the total energy at -1183.2739 hartree. The value obtained for the orbital gap is 6.19 eV.

Charges in e, computed with Mulliken, in the same order as the atoms: -0.80, -0.86, -0.26, -0.88, -0.33, 0.16, 0.23, -0.81, -0.27, -0.87, 0.24, 0.33, 0.31, 0.54, 0.33, 0.37, 0.15, 0.27, 0.21, -0.51, 0.39, 0.49, 0.27, 0.35, 0.29, -0.79, -0.28, -0.88, -0.45, -0.27, -0.37, -0.79, -0.32, -1.01, 0.25, 0.25, 0.35, 0.40, 0.34, 0.39, 0.26, 0.28, 0.30, 0.15, 0.37, 0.42, 0.34, 0.29, 0.39

=====

This record from the OMol25 dataset describes C12H30IO2P2PdSi as an isolated structure in a non-equilibrium geometry. The level of theory is ωB97M-V/def2-TZVPD.

```
49
C12H30IO2P2PdSi | the OMol25 dataset | ωB97M-V/def2-TZVPD
C 0.12751 -2.66536 -3.91858
C 0.71854 -1.93828 -2.77063
H 0.34354 -2.10913 -4.84636
H -0.95373 -2.74034 -3.81477
H 0.53513 -3.72746 -3.91136
O 0.79540 -0.68131 -2.69559
I 1.35384 -3.34587 -1.44084
Pd -0.91066 1.25560 0.82526
P 2.60490 -0.78268 -0.86052
C 3.04432 0.87858 -0.26287
C 3.53115 -1.85220 0.33981
H 4.62827 -1.70030 0.21739
H 4.77684 -0.83901 -2.03769
H 3.25266 -2.93493 0.24924
H 3.62392 -1.92724 -2.83540
H 2.74999 0.91750 0.79535
H 3.19865 -1.52986 1.34162
C 3.72058 -0.94550 -2.33489
H 4.13828 0.99375 -0.39846
H 3.44506 -0.16748 -3.06589
H 2.46278 1.62476 -0.82312
P -2.25102 -0.28683 -0.57581
C -3.49542 1.04785 -0.54086
C -2.66323 -0.99721 -2.22685
H -2.44665 -2.46742 0.44836
H -4.04028 -1.73720 -0.01253
H -3.14530 -1.14143 1.48540
C -3.05604 -1.54397 0.46296
H -2.44041 -2.07617 -2.30283
H -3.76933 -0.88861 -2.33911
H -4.38181 0.62318 -1.02426
H -3.04180 1.90331 -1.09372
H -2.17450 -0.44958 -3.04777
H -3.65551 1.32694 0.50180
C 0.13334 2.51851 -0.14963
O 0.72970 3.41346 -0.62048
C -1.77376 0.56136 3.20408
Si -0.50768 1.95444 2.89104
C -1.18649 3.69870 3.04365
C 1.20992 1.50119 3.55303
H -2.81952 0.76267 2.90691
H -1.68264 0.71652 4.28444
H -1.40710 -0.47719 3.10009
H -1.27920 3.95720 4.10197
H -0.48491 4.38786 2.52145
H -2.22301 3.64453 2.62886
H 1.27504 1.60716 4.64978
H 1.45608 0.44780 3.28881
H 1.93452 2.20969 3.10949
```

For the HOMO energy (spin up / spin down), the calculation gives -16.34 / -18.89 eV. Its spin multiplicity is 5. Its net charge is +3. The calculation puts the total energy at -2022.2009 hartree. Its expectation value of S² is 6.01. The value obtained for the orbital gap (spin up / spin down) is 6.23 / 4.62 eV.

Charges in e, computed with Mulliken, in the same order as the atoms: -1.02, 0.52, 0.31, 0.24, 0.54, -0.48, 0.26, 0.24, 0.68, -0.87, -1.21, 0.37, 0.50, 0.43, 0.40, 0.22, 0.31, -1.18, 0.49, 0.39, 0.12, 0.95, -1.26, -1.19, 0.38, 0.45, 0.35, -1.15, 0.30, 0.58, 0.48, 0.47, 0.41, 0.45, 0.07, -0.16, -1.21, 0.24, -0.90, -0.94, 0.48, 0.43, 0.45, 0.40, 0.37, 0.32, 0.42, 0.28, 0.33

=====

This record from the OMol25 dataset describes C12H30N2NaO8S as an isolated structure in a non-equilibrium geometry. The level of theory is ωB97M-V/def2-TZVPD.

```
54
C12H30N2NaO8S | the OMol25 dataset | ωB97M-V/def2-TZVPD
Na 1.73594 0.47448 -0.08662
S 3.50110 1.89989 2.50228
O 4.28257 2.46442 1.45452
O 3.37759 2.90775 3.54754
O 2.29998 1.36696 1.88777
O 4.33593 0.78175 3.01535
C -2.17071 2.44294 3.93235
O -2.47135 1.11496 3.51223
C -2.56003 0.98280 2.14555
C -1.25948 0.52081 1.37109
N -0.27980 1.50524 1.00423
C -0.63563 2.47654 0.05008
C 0.66712 3.11579 -0.50897
O 1.26769 2.24810 -1.53212
C 2.52578 2.64163 -1.98440
H -3.12305 2.97306 3.92188
H -1.63497 3.09439 3.24193
H -1.75492 2.55057 4.93416
H -2.95803 1.84326 1.60768
H -3.33463 0.23382 1.98086
H -1.47517 0.05906 0.40757
H -0.78598 -0.27158 1.95076
H 0.49105 1.72497 1.61873
H -1.40750 3.15058 0.42155
H -1.00797 1.96692 -0.83859
H 1.35143 3.48841 0.25324
H 0.40247 4.03753 -1.02709
H 2.78284 2.16807 -2.93190
H 3.38209 2.57721 -1.31307
H 2.52501 3.71018 -2.19960
C -3.33479 -0.96244 -2.92796
O -2.16494 -1.28633 -2.26104
C -1.06860 -0.62844 -2.85403
C 0.20213 -1.31988 -2.24539
N 0.19555 -1.35090 -0.80909
C 0.78645 -2.60270 -0.17418
C -0.04137 -3.85204 -0.33919
O 0.38182 -4.88830 0.55472
C 1.76246 -5.44762 0.46197
H -4.15465 -1.05470 -2.21563
H -3.31611 -1.58886 -3.81979
H -3.44241 0.07805 -3.23437
H -0.89146 0.44063 -2.73653
H -0.98291 -1.05192 -3.85474
H 1.07504 -0.82125 -2.66671
H 0.02096 -2.32965 -2.61369
H -0.80303 -1.48875 -0.74634
H 0.63442 -2.57922 0.90490
H 1.77665 -2.75431 -0.60386
H 0.00691 -4.35822 -1.30332
H -1.07642 -3.54203 -0.19546
H 2.44583 -4.93577 1.13955
H 2.14874 -5.42946 -0.55713
H 1.77050 -6.49653 0.75832
```

For the HOMO energy, the calculation gives -2.53 eV. The energy above the lowest of the compared OMol25 structures with the same formula, charge and spin comes out at 90.5 kcal/mol. Its net charge is -1. The calculation puts the total energy at -1747.0469 hartree. The value obtained for the orbital gap is 4.19 eV.

Charges in e, computed with Mulliken, in the same order as the atoms: 0.83, 0.91, -0.77, -0.77, -0.66, -0.81, -0.74, -0.38, -0.86, -0.13, 0.45, -0.68, -0.76, -0.22, -0.95, 0.33, 0.28, 0.29, 0.39, 0.42, -0.28, 0.34, 0.38, 0.43, 0.04, 0.41, 0.55, 0.27, 0.41, 0.32, -0.93, -0.29, -0.69, -0.73, 0.22, -0.63, -0.58, -0.44, -0.72, 0.27, 0.33, 0.34, 0.29, 0.51, 0.25, 0.36, 0.03, 0.36, 0.38, 0.38, 0.34, 0.30, 0.31, 0.25

=====

This record from the OMol25 dataset describes C12H31BiCl2O2P2 as an isolated structure in a non-equilibrium geometry. The level of theory is ωB97M-V/def2-TZVPD.

```
50
C12H31BiCl2O2P2 | the OMol25 dataset | ωB97M-V/def2-TZVPD
C 0.86357 -3.95104 -2.40421
C 0.20393 -2.67682 -2.12650
H 0.53550 -4.41587 -3.33887
H 0.65623 -4.63650 -1.56704
H 1.94855 -3.76883 -2.44980
O -0.61027 -1.92955 -2.56928
Cl 3.13500 -3.18043 1.39360
Bi 1.42505 -1.98259 0.08732
P -1.27425 -2.05023 1.19150
C -2.92531 -1.42457 0.71735
C -1.59233 -3.84366 1.24288
H -2.39535 -3.98029 1.98590
H -2.24898 -2.09787 3.38880
H -0.68942 -4.38982 1.54860
H -0.45720 -2.00122 3.49499
H -3.18666 -1.78073 -0.28813
H -1.92861 -4.18684 0.25614
C -1.34678 -1.62906 2.97598
H -3.64009 -1.82728 1.45230
H -1.41622 -0.53941 3.08183
H -2.93706 -0.32430 0.74976
P 2.27063 0.52211 -1.24600
C 1.53973 1.85662 -2.26183
C 3.35299 1.56930 -0.19747
H 4.04784 -0.94066 -2.03004
H 4.24247 0.78059 -2.55020
H 3.04902 -0.28564 -3.38279
C 3.53473 -0.05407 -2.42625
H 3.96596 0.92777 0.44421
H 3.99845 2.14821 -0.87309
H 2.35104 2.54236 -2.55454
H 0.78362 2.39788 -1.67642
H 2.74830 2.24913 0.41661
H 1.08523 1.41920 -3.16033
Cl 1.35518 -0.12956 1.89661
C 0.06773 3.72299 1.33215
C -0.60743 2.41491 1.67587
O -0.84105 1.57534 0.53278
C -1.76760 2.13734 -0.40806
C -3.05805 2.61490 0.23588
H 0.87046 3.61230 0.59528
H 0.49788 4.11854 2.25269
H -0.66738 4.44196 0.95874
H 0.02730 1.81412 2.33730
H -1.56896 2.59569 2.18775
H -1.28759 2.98379 -0.92029
H -1.95078 1.34692 -1.15276
H -2.87737 3.49384 0.86051
H -3.75054 2.90585 -0.55613
H -3.53109 1.83519 0.84668
```

For the HOMO energy (spin up / spin down), the calculation gives -15.03 / -15.03 eV. The energy above the lowest of the compared OMol25 structures with the same formula, charge and spin comes out at 15.5 kcal/mol. Its net charge is +2. The calculation puts the total energy at -2443.3555 hartree. The value obtained for the orbital gap (spin up / spin down) is 4.97 / 4.97 eV.

Charges in e, computed with Mulliken, in the same order as the atoms: -1.00, 0.66, 0.37, 0.35, 0.37, -0.21, -0.32, 1.07, 0.57, -0.88, -1.14, 0.41, 0.51, 0.40, 0.39, 0.39, 0.38, -1.21, 0.47, 0.28, -0.11, 0.60, -0.99, -1.26, 0.39, 0.41, 0.39, -1.17, 0.38, 0.52, 0.44, 0.03, 0.28, 0.42, -0.39, -1.34, -0.31, 0.28, -0.51, -1.35, 0.18, 0.44, 0.32, 0.27, 0.40, 0.43, 0.33, 0.34, 0.44, 0.29